No. 1
A 14-piece molecular cluster, C21H70O14 overall, computed with ωB97M-V/def2-TZVPD.

Values from the calculation:
**LUMO level**: 0.057 eV
**Max |F|**: 4.3 eV/A
**Total energy**: -51569.05579 eV

Last column: Mulliken charge in e.
Geometry (Å):
C1 3.9990 18.1640 -17.2600  2.331
C2 4.9090 17.5530 -18.2960  -0.891
O1 4.0880 16.8760 -19.1730  -0.575
H1 4.4890 18.3840 -16.3460  -0.805
H2 3.1090 17.5250 -16.9880  -0.058
H3 3.5340 19.1060 -17.5650  -1.156
H4 5.5500 16.7690 -17.7870  0.354
H5 5.5510 18.1980 -18.8660  0.334
H6 4.6510 16.2790 -19.6890  0.324
C3 0.9630 16.4890 -14.6850  0.084
C4 -0.2880 16.8590 -15.4460  -0.251
O2 -1.4780 16.5570 -14.7450  -0.635
H7 1.1070 17.1390 -13.8180  -0.083
H8 1.8300 16.7620 -15.3050  -0.346
H9 0.9480 15.4490 -14.4320  0.535
H10 -0.2730 16.2220 -16.3270  0.473
H11 -0.2590 17.8950 -15.7880  -0.103
H12 -1.2660 16.0700 -13.9160  0.364
C5 5.1170 17.2930 -11.3490  -1.452
C6 4.0500 18.3790 -11.4360  0.178
O3 3.1910 17.9730 -12.4780  -0.314
H13 4.7510 16.3350 -11.0850  0.551
H14 5.7840 17.6490 -10.4990  0.372
H15 5.7210 17.1320 -12.2380  0.088
H16 4.4620 19.2990 -11.6480  -0.122
H17 3.5410 18.4210 -10.4680  0.451
H18 3.2140 16.9850 -12.5800  0.173
C7 4.2390 23.4340 -16.1550  -0.919
C8 2.7260 23.3150 -15.9380  1.143
O4 2.1530 24.5510 -16.3270  -0.677
H19 4.6980 24.2540 -15.5940  0.416
H20 4.4650 23.5790 -17.2050  0.314
H21 4.6520 22.5600 -15.7570  -0.047
H22 2.5980 23.1020 -14.8930  -0.373
H23 2.3050 22.4810 -16.4620  -0.061
H24 1.2740 24.4620 -16.7830  0.396
C9 5.8400 20.5730 -17.3430  -0.342
C10 5.3370 21.0450 -18.6890  -0.423
O5 6.3320 21.3300 -19.5820  -0.617
H25 5.0470 20.5140 -16.6190  -0.606
H26 6.4830 21.3350 -17.0730  0.969
H27 6.5840 19.7420 -17.4890  0.317
H28 4.6090 21.9080 -18.6710  0.068
H29 4.7670 20.2210 -19.2020  0.254
H30 5.9340 21.8310 -20.3380  0.386
C11 -1.7610 19.6370 -11.8020  -1.283
C12 -0.6060 19.5080 -12.7330  1.369
O6 -1.0770 19.3750 -14.0230  -0.634
H31 -1.3800 19.4610 -10.8200  0.421
H32 -2.4380 18.8050 -11.9660  0.415
H33 -2.2020 20.6670 -11.8360  0.252
H34 0.1490 18.7330 -12.4960  -0.092
H35 -0.0670 20.4190 -12.6950  -0.823
H36 -1.3100 18.4930 -14.1290  0.286
C13 5.9370 19.7290 -13.8430  0.285
C14 7.3450 19.0350 -13.9720  -1.055
O7 8.4100 19.7940 -13.5620  -0.565
H37 5.7960 20.1940 -12.9000  0.616
H38 5.1280 19.0560 -13.9170  -0.346
H39 5.6690 20.3470 -14.6590  0.140
H40 7.5400 18.6830 -14.9820  0.481
H41 7.4570 18.2200 -13.2660  0.126
H42 9.1430 19.4660 -14.1150  0.391
C15 2.5750 20.0080 -14.8890  0.918
O8 1.4710 19.9230 -15.7790  0.392
H43 3.3210 20.6300 -15.1970  -0.624
H44 3.0230 19.0500 -14.7240  -0.072
H45 2.1330 20.3060 -13.9300  -0.116
H46 0.7710 19.4410 -15.3300  -0.462
C16 1.1270 21.7770 -10.9230  -0.343
O9 1.9540 22.7000 -10.2290  -0.509
H47 0.3800 21.3790 -10.2100  0.297
H48 1.6270 20.9040 -11.3470  -0.017
H49 0.7310 22.2180 -11.8410  0.258
H50 1.4340 23.2870 -9.6970  0.313
C17 6.0100 16.2220 -14.8870  -0.722
O10 4.7950 16.6500 -14.4690  -0.214
H51 6.4530 16.9850 -15.5080  -0.025
H52 5.9920 15.3800 -15.5800  0.327
H53 6.6010 15.9800 -14.0540  0.456
H54 4.2990 15.9350 -14.0100  0.230
C18 4.0750 22.3260 -12.5350  -0.567
O11 5.0960 23.1630 -12.9100  -0.607
H55 3.1990 22.8820 -12.5050  0.498
H56 4.2500 21.9240 -11.5520  0.545
H57 4.0150 21.5220 -13.2240  -0.296
H58 5.9040 22.6400 -12.9410  0.380
C19 0.7850 17.9240 -18.6530  -0.253
O12 1.2700 16.6180 -18.6650  -0.599
H59 1.5230 18.6530 -18.3170  -0.268
H60 -0.0680 18.1310 -18.0300  0.249
H61 0.4940 18.1990 -19.6490  0.537
H62 2.2050 16.5990 -18.8390  0.339
C20 -0.4980 22.7890 -14.6500  -0.136
O13 -1.6410 23.1840 -15.2170  -0.609
H63 -0.6970 22.3200 -13.6630  -0.042
H64 0.1260 23.5860 -14.4310  0.405
H65 0.0200 22.0560 -15.3670  0.064
H66 -2.3150 22.4680 -15.0540  0.363
C21 1.8110 21.1500 -19.3900  0.110
O14 0.7580 21.5260 -18.5010  -0.583
H67 1.5290 20.3090 -20.0780  0.191
H68 2.6290 20.7720 -18.7930  -0.481
H69 2.0970 22.0470 -19.8980  0.419
H70 0.6760 20.9820 -17.7170  0.247

No. 2
One molecule with the formula C2H2N2O4, computed with ωB97M-V/def2-TZVPD.

Values from the calculation:
**LUMO level**: -0.348 eV
**SMILES**: Nn1oc(=O)oc1=O
**Max |F|**: 5.8 eV/A
**Total energy**: -13273.18170 eV

Last column: Mulliken charge in e.
Geometry (Å):
N1 1.4734 -1.1140 -0.1791  -0.530
N2 0.2713 -0.4344 0.4506  0.037
O1 -0.9766 -1.0302 -0.3448  -0.231
C1 -1.8657 0.0689 -0.1301  0.622
O2 -3.0754 0.0343 -0.0093  -0.440
O3 -1.1019 1.2196 0.0814  -0.263
C2 0.1971 0.9627 0.1380  0.652
O4 1.0456 1.6930 -0.2830  -0.490
H1 2.0456 -0.1153 -0.4784  0.322
H2 1.9865 -1.2846 0.7547  0.321

No. 3
A 2-piece molecular cluster, C3H12N2 overall, computed with ωB97M-V/def2-TZVPD.

Values from the calculation:
**LUMO level**: 0.956 eV
**SMILES**: CNC.CN
**Max |F|**: 6.6 eV/A
**Total energy**: -6283.21110 eV

Last column: Mulliken charge in e.
Geometry (Å):
C1 -2.1514 -0.4189 -0.5247  -0.825
N1 -0.9122 0.2712 -0.9023  -0.369
C2 -1.1613 1.2525 -2.0410  -0.813
H1 -3.1118 0.3176 -0.4846  0.238
H2 -2.3709 -1.2118 -1.1450  0.362
H3 -1.9667 -0.7623 0.4873  0.278
H4 -0.3197 -0.5178 -1.3757  0.249
H5 -1.9693 1.9147 -1.9205  0.326
H6 -1.3839 0.6738 -2.9313  0.310
H7 -0.1747 2.0414 -2.1016  0.219
C3 2.6198 -0.1985 2.1017  -0.669
N2 1.5501 -0.9063 1.4352  -0.508
H8 2.5750 0.9373 1.5528  0.153
H9 3.5301 -0.7143 2.0677  0.353
H10 2.2407 0.0928 3.1064  0.206
H11 0.7826 -0.4610 0.8780  0.279
H12 1.8606 -1.6757 0.9205  0.211

| no. | frontier orbital gap (eV) |
| --- | --- |
| 1 | 9.68 |
| 2 | 11.00 |
| 3 | 9.26 |